Formula: C6H10N2O
Source: the OMol25 dataset
Level of theory: ωB97M-V/def2-TZVPD

The geometry in XYZ format:
```
19
C6H10N2O, DFT ωB97M-V/def2-TZVPD
C -0.564 0.718 1.176
C -1.124 -0.439 0.733
C 1.949 -0.121 -0.431
C 1.128 -0.592 -1.646
C 1.347 1.364 -0.241
C -2.272 -1.091 1.469
N 0.547 0.489 -2.110
N 0.579 1.589 -1.492
O 0.378 1.586 0.847
H -0.920 1.050 2.219
H 1.696 -0.681 0.428
H 3.008 -0.149 -0.619
H 0.753 -1.540 -1.776
H -0.975 -0.793 -0.298
H 2.137 2.084 -0.164
H -3.021 -1.542 0.815
H -2.629 -0.233 2.047
H -1.999 -2.060 1.989
H -0.020 0.364 -2.947
```

The energy above the lowest of the compared OMol25 structures with the same formula, charge and spin is 105.1 kcal/mol. The calculation puts the HOMO energy at -0.285 Eh. As for the frontier orbital gap: 8.65 eV. Its net charge is 0.

Atom charges from the Löwdin analysis, given in e for atoms 1 to 4: -0.21, -0.16, -0.06, -0.11

---

Formula: C6H10N2O
Source: the OMol25 dataset
Level of theory: ωB97M-V/def2-TZVPD

The geometry in XYZ format:
```
19
C6H10N2O, DFT ωB97M-V/def2-TZVPD
C -0.388 -1.965 0.705
C 0.636 0.111 0.231
C 0.421 1.315 1.146
C -0.599 2.019 0.203
C 0.777 0.941 -0.977
C 1.408 -0.398 -1.114
H -0.934 -3.800 1.017
H 0.606 -2.104 1.275
H -1.291 -0.595 -0.407
H 1.388 1.855 1.233
H -0.120 1.231 2.114
H -1.522 1.701 0.678
H -0.653 3.120 0.170
H 1.519 1.653 -0.647
H 0.980 -1.274 -1.445
H 2.528 -0.571 -1.284
N -1.198 -2.991 0.489
N -0.609 -0.687 0.349
O -0.423 1.549 -1.216
```

The energy above the lowest of the compared OMol25 structures with the same formula, charge and spin is 127.5 kcal/mol. The calculation puts the HOMO energy at -0.332 Eh. As for the frontier orbital gap: 9.88 eV. Its structure (SMILES) is [H]/N=C/N[C@]12CCO[C@@H]1C2. Its net charge is 0.

Atom charges from the Löwdin analysis, given in e for atoms 1 to 4: -0.33, -0.32, -0.10, -0.13

---

Formula: C6H10N2O2
Source: the OMol25 dataset
Level of theory: ωB97M-V/def2-TZVPD

The geometry in XYZ format:
```
20
C6H10N2O2, DFT ωB97M-V/def2-TZVPD
O 1.028 1.649 1.132
C 0.398 1.484 -0.104
C 1.297 1.438 -1.383
C 0.660 0.093 -1.713
N 1.009 -0.780 -0.583
C -0.164 0.103 -0.476
C -1.480 -0.495 -0.082
C -1.576 -0.907 1.352
N -1.541 -0.264 2.409
H 1.331 0.782 1.443
H -0.380 2.253 -0.199
H 1.072 2.232 -2.105
H 2.380 1.408 -1.201
H 0.443 -0.351 -2.684
H 0.713 -1.728 -0.809
H -2.281 0.231 -0.295
H -1.711 -1.346 -0.742
O -0.430 -2.171 1.950
H -0.119 -2.536 1.102
H -0.646 -1.097 2.990
```

The energy above the lowest of the compared OMol25 structures with the same formula, charge and spin is 148.4 kcal/mol. The calculation puts the HOMO energy at -0.353 Eh. As for the frontier orbital gap: 10.09 eV. Its net charge is 0.

Atom charges from the Löwdin analysis, given in e for atoms 1 to 4: -0.01, -0.30, -0.05, -0.20

---

Formula: C6H10N2O2
Source: the OMol25 dataset
Level of theory: ωB97M-V/def2-TZVPD

The geometry in XYZ format:
```
20
C6H10N2O2, DFT ωB97M-V/def2-TZVPD
N 0.578 0.933 0.598
C -0.363 -0.155 0.384
C 0.069 -0.947 -0.871
O 0.194 -0.121 -2.002
C -0.330 -1.140 1.577
C -0.542 -0.490 2.875
N -0.580 0.161 3.841
C -1.750 0.324 0.172
C -2.871 0.728 -0.037
H 0.677 1.488 -0.249
H 0.263 1.573 1.322
H 1.068 -1.365 -0.689
H -0.619 -1.786 -1.051
H -0.673 0.203 -2.270
H -1.077 -1.937 1.455
H 0.653 -1.633 1.604
H -3.874 1.079 -0.206
O 3.378 0.817 -2.121
H 2.483 0.438 -2.170
H 3.315 1.828 -2.161
```

The energy above the lowest of the compared OMol25 structures with the same formula, charge and spin is 67.9 kcal/mol. The calculation puts the HOMO energy at -0.371 Eh. As for the frontier orbital gap: 10.57 eV. Its structure (SMILES) is C#C[C@](N)(CO)CC#N.O. Its net charge is 0.

Atom charges from the Löwdin analysis, given in e for atoms 1 to 4: 0.10, -0.54, -0.21, -0.05

---

Formula: C6H10N2O2
Source: the OMol25 dataset
Level of theory: ωB97M-V/def2-TZVPD

The geometry in XYZ format:
```
20
C6H10N2O2, DFT ωB97M-V/def2-TZVPD
C 0.696 0.024 0.236
C 2.079 -1.874 0.292
C -1.112 1.386 0.775
C -0.618 0.410 -0.401
C -1.461 -0.780 -0.724
C -0.306 1.315 -1.636
N 0.917 0.596 1.335
N 2.260 -1.717 1.574
O 2.074 -2.592 -0.626
O -0.062 1.583 1.654
H -1.376 2.280 0.275
H -1.904 0.932 1.402
H -1.845 -1.209 0.254
H -0.934 -1.638 -1.101
H -2.218 -0.552 -1.542
H 0.242 2.168 -1.180
H -1.349 1.694 -2.258
H 0.268 0.927 -2.426
H 2.086 -0.674 1.802
H 2.562 -2.278 2.296
```

The energy above the lowest of the compared OMol25 structures with the same formula, charge and spin is 130.9 kcal/mol. The calculation puts the HOMO energy (alpha / beta) at -0.327 / -0.327 Eh. As for the frontier orbital gap (alpha / beta): 9.14 / 9.14 eV. Its net charge is 0.

Atom charges from the Löwdin analysis, given in e for atoms 1 to 4: -0.08, -0.31, -0.17, -0.51

---

Formula: C6H10N2O2S
Source: the OMol25 dataset
Level of theory: ωB97M-V/def2-TZVPD

The geometry in XYZ format:
```
21
C6H10N2O2S, DFT ωB97M-V/def2-TZVPD
C 2.811 -1.042 -1.125
C 1.574 2.023 -0.022
C 2.459 0.041 1.041
C 1.444 0.512 -0.172
C -2.327 -0.258 -0.423
C -0.984 0.373 -0.800
N 1.920 -0.188 -1.372
N 0.051 0.099 0.190
O 0.913 2.250 1.166
O 2.220 2.835 -0.627
S 3.644 -1.175 0.371
H 3.224 -1.582 -1.923
H 3.002 0.984 1.162
H 2.009 -0.227 2.053
H -2.435 -0.026 0.638
H -3.194 0.038 -1.045
H -2.107 -1.290 -0.435
H -0.862 1.505 -1.078
H -0.740 -0.053 -1.770
H 0.052 -0.993 0.318
H 0.283 1.536 1.371
```

The energy above the lowest of the compared OMol25 structures with the same formula, charge and spin is 58.4 kcal/mol. The calculation puts the HOMO energy at -0.344 Eh. As for the frontier orbital gap: 9.95 eV. Its structure (SMILES) is CCN[C@@]1(C(=O)O)CSC=N1. Its net charge is 0.

Atom charges from the Löwdin analysis, given in e for atoms 1 to 4: -0.52, -0.47, -0.35, -0.42